{
  "formula": "C6H9F",
  "method": "ωB97M-V/def2-TZVPD",
  "elements": ["C", "C", "C", "C", "C", "C", "F", "H", "H", "H", "H", "H", "H", "H", "H", "H"],
  "xyz": [[-1.4227, 0.7512, 0.5543], [0.0135, 0.8217, 0.3063], [0.8507, -0.3732, 0.7104], [1.4833, -0.7213, -0.6098], [0.4529, -0.6990, -1.6760], [0.4751, 0.7372, -1.1368], [0.8552, 1.8202, -1.8139], [-1.9613, 1.7632, 0.2248], [-1.5686, 0.5407, 1.5721], [-1.9393, -0.1141, -0.0488], [0.5110, 1.7506, 0.8285], [0.3025, -1.1443, 1.1147], [1.7307, -0.0969, 1.4325], [2.5202, -0.8755, -0.7967], [0.7991, -0.7550, -2.6968], [-0.4840, -1.2745, -1.4428]],
  "forces_ev_per_a": [[-3.14, 0.84, -2.77], [2.75, 2.02, 0.04], [3.43, 0.96, 1.11], [-1.50, 2.94, -1.08], [-1.48, 0.89, 0.62], [1.84, -3.25, 0.89], [-0.07, 0.08, -0.54], [1.00, -2.20, 0.89], [-0.65, -0.02, 1.48], [1.00, 1.56, 1.04], [-1.12, -1.51, -1.12], [-1.31, -1.98, 1.27], [-1.89, -0.41, -1.00], [0.47, -0.06, -0.04], [0.00, -0.20, -0.13], [0.68, 0.34, -0.66]],
  "nbo_charge": [-0.5995, -0.2975, -0.3940, -0.2496, -0.4675, 0.4253, -0.3151, 0.2165, 0.2122, 0.2039, 0.2203, 0.1880, 0.2129, 0.2193, 0.2379, 0.1869],
  "lumo_ev": 1.125,
  "charge": 0,
  "spin_multiplicity": 1,
  "homo_lumo_gap_ha": 0.3285,
  "relative_energy_kcal_mol": 58.2,
  "max_force_ev_per_a": 4.28,
  "energy_ha": -333.76362
}